DFT (wB97M-V/def2-TZVPD) results for 10 unconnected molecules or ions with the total composition C40H110N10O10.

Last columns: bonded neighbours and bond lengths (Å).
Cartesian coordinates (Å):
1 O 23.17796 6.69721 -8.89356  C45 1.423, C48 1.389
2 O 26.00660 2.19993 -12.10142  C34 1.476, C51 1.412
3 O 16.36495 6.65350 -10.87022  C55 1.413, C57 1.432
4 O 24.22245 -4.83408 -7.35410  C32 1.445, C43 1.442
5 O 22.76678 1.39705 -10.03626  C35 1.397, C50 1.474
6 O 21.26184 -2.09902 -4.76523  C42 1.434, C54 1.440
7 O 20.72280 -1.21432 -15.09990  C25 1.396, C44 1.438
8 O 21.54264 3.82017 -4.40788  C21 1.409, C29 1.400
9 O 20.07077 -2.48182 -11.02098  C37 1.445, C40 1.434
10 O 17.29179 0.05537 -9.36469  C27 1.411, C58 1.433
11 N 26.36235 5.19588 -14.34660  C60 1.477, H69 1.010, H117 1.010
12 N 24.32767 3.47547 -3.61120  C47 1.472, H83 1.010, H95 1.010
13 N 20.60297 -4.84222 -4.49184  C24 1.450, H89 1.010, H142 1.010
14 N 22.30904 6.65252 -12.45231  C53 1.447, H96 1.010, H109 1.010
15 N 22.09553 -3.19258 -12.62062  C38 1.412, H102 1.010, H156 1.010
16 N 19.67281 5.11864 -11.70017  C28 1.424, H91 1.010, H114 1.010
17 N 22.88454 1.35199 -13.36147  C56 1.484, H136 1.010, H141 1.010
18 N 16.68609 2.23773 -11.37854  C41 1.446, H137 1.010, H163 1.010
19 N 26.59092 -2.72672 -6.98757  C23 1.485, H65 1.010, H160 1.010
20 N 19.20954 2.48600 -9.62858  C26 1.458, H107 1.010, H131 1.010
21 C 22.46924 3.21798 -5.28197  O8 1.409, C47 1.579, H82 1.090, H150 1.090
22 C 24.55691 7.26492 -11.35774  C53 1.581, H78 1.090, H94 1.090, H166 1.090
23 C 25.12275 -2.52926 -6.88430  N19 1.485, C32 1.604, C49 1.541, H155 1.090
24 C 21.19956 -4.32394 -5.70780  N13 1.450, C31 1.598, C42 1.558, H110 1.090
25 C 21.19396 -0.33950 -14.11937  O7 1.396, C56 1.571, H79 1.090, H101 1.090
26 C 20.59847 2.34188 -9.20830  N20 1.458, C35 1.529, C59 1.516, H87 1.090
27 C 16.15224 0.17197 -10.18937  O10 1.411, C41 1.549, H100 1.090, H111 1.090
28 C 18.71849 6.12753 -11.38557  N16 1.424, C33 1.534, C57 1.565, H168 1.090
29 C 20.20808 3.40614 -4.50003  O8 1.400, H116 1.090, H128 1.090, H170 1.090
30 C 22.80245 -1.65179 -10.87261  C38 1.526, H130 1.090, H143 1.090, H151 1.090
31 C 20.90288 -5.29317 -6.94316  C24 1.598, H74 1.090, H112 1.090, H162 1.090
32 C 24.36339 -3.50526 -7.90512  O4 1.445, C23 1.604, H64 1.090, H138 1.090
33 C 18.69337 7.05149 -12.61039  C28 1.534, H72 1.090, H148 1.090, H158 1.090
34 C 26.55024 3.44515 -12.67694  O2 1.476, C60 1.544, H105 1.090, H108 1.090
35 C 21.45312 1.76616 -10.33763  O5 1.397, C26 1.529, H73 1.090, H139 1.090
36 C 26.09502 2.99472 -15.14682  C60 1.494, H132 1.090, H161 1.090, H165 1.090
37 C 21.04207 -3.41008 -10.48985  O9 1.445, C38 1.545, H92 1.090, H164 1.090
38 C 22.34888 -3.06242 -11.23717  N15 1.412, C30 1.526, C37 1.545, H103 1.090
39 C 25.02771 3.12358 -5.94350  C47 1.549, H84 1.090, H125 1.090, H146 1.090
40 C 18.78798 -2.72592 -10.42874  O9 1.434, H88 1.090, H104 1.090, H144 1.090
41 C 16.40439 0.83225 -11.56725  N18 1.446, C27 1.549, C46 1.597, H154 1.090
42 C 20.80285 -2.83044 -5.90995  O6 1.434, C24 1.558, H68 1.090, H140 1.090
43 C 24.01317 -5.84463 -8.36171  O4 1.442, H63 1.090, H77 1.090, H120 1.090
44 C 19.45286 -1.80654 -14.77665  O7 1.438, H115 1.090, H152 1.090, H157 1.090
45 C 22.54495 6.89144 -7.63361  O1 1.423, H70 1.090, H106 1.090, H159 1.090
46 C 17.68845 0.38595 -12.40601  C41 1.597, H62 1.090, H113 1.090, H149 1.090
47 C 23.94245 3.71721 -5.01113  N12 1.472, C21 1.579, C39 1.549, H85 1.090
48 C 22.38712 6.84157 -10.02665  O1 1.389, C53 1.533, H119 1.090, H129 1.090
49 C 24.82789 -1.02904 -7.07587  C23 1.541, H80 1.090, H90 1.090, H123 1.090
50 C 23.54261 2.62398 -9.77846  O5 1.474, H71 1.090, H81 1.090, H122 1.090
51 C 26.76934 1.71194 -11.01741  O2 1.412, H93 1.090, H126 1.090, H134 1.090
52 C 23.86456 -0.55402 -14.57248  C56 1.537, H86 1.090, H124 1.090, H133 1.090
53 C 23.17167 6.50547 -11.29959  N14 1.447, C22 1.581, C48 1.533, H169 1.090
54 C 21.21128 -0.66593 -4.89126  O6 1.440, H97 1.090, H98 1.090, H127 1.090
55 C 15.09541 6.36731 -10.31981  O3 1.413, H61 1.090, H75 1.090, H145 1.090
56 C 22.60461 0.30296 -14.37385  N17 1.484, C25 1.571, C52 1.537, H67 1.090
57 C 17.28743 5.57756 -11.07348  O3 1.432, C28 1.565, H118 1.090, H147 1.090
58 C 16.91217 -0.26470 -8.02003  O10 1.433, H66 1.090, H99 1.090, H153 1.090
59 C 20.66743 1.58463 -7.89670  C26 1.516, H76 1.090, H135 1.090, H167 1.090
60 C 25.82388 3.87333 -13.96989  N11 1.477, C34 1.544, C36 1.494, H121 1.090
61 H 14.50213 7.26549 -10.49126  C55 1.090
62 H 18.56551 0.37379 -11.75892  C46 1.090
63 H 24.89363 -5.86109 -9.00407  C43 1.090
64 H 25.03620 -3.57662 -8.75972  C32 1.090
65 H 26.76524 -3.72045 -6.94052  N19 1.010
66 H 16.34980 -1.19833 -8.00640  C58 1.090
67 H 22.43302 0.98283 -15.20838  C56 1.090
68 H 21.03865 -2.40673 -6.88615  C42 1.090
69 H 27.24050 4.96064 -14.78661  N11 1.010
70 H 23.25676 6.87438 -6.80830  C45 1.090
71 H 23.26579 3.16323 -8.87254  C50 1.090
72 H 19.71495 7.37847 -12.80423  C33 1.090
73 H 21.30246 2.32937 -11.25861  C35 1.090
74 H 21.39081 -6.25489 -6.78467  C31 1.090
75 H 14.57362 5.65388 -10.95765  C55 1.090
76 H 20.18766 2.11255 -7.07256  C59 1.090
77 H 23.19336 -5.71005 -9.06734  C43 1.090
78 H 25.15000 6.94923 -10.49944  C22 1.090
79 H 21.00285 -0.74464 -13.12567  C25 1.090
80 H 23.88352 -0.58196 -6.76540  C49 1.090
81 H 23.63411 3.25997 -10.65894  C50 1.090
82 H 22.30902 3.24350 -6.35983  C21 1.090
83 H 25.25257 3.86173 -3.48681  N12 1.010
84 H 24.82347 2.06450 -6.10077  C39 1.090
85 H 23.96430 4.80491 -5.07844  C47 1.090
86 H 23.65817 -1.16466 -15.45147  C52 1.090
87 H 20.92042 3.37362 -9.06700  C26 1.090
88 H 18.22318 -1.87758 -10.81528  C40 1.090
89 H 21.18948 -4.50765 -3.74073  N13 1.010
90 H 25.50990 -0.45349 -6.45000  C49 1.090
91 H 19.57126 4.42733 -10.97088  N16 1.010
92 H 20.70439 -4.41133 -10.75737  C37 1.090
93 H 26.84192 2.48285 -10.25026  C51 1.090
94 H 24.49893 8.34764 -11.46936  C22 1.090
95 H 23.78439 4.05772 -2.98997  N12 1.010
96 H 22.23526 7.64824 -12.60458  N14 1.010
97 H 20.23751 -0.17623 -4.90021  C54 1.090
98 H 21.59972 -0.34602 -5.85815  C54 1.090
99 H 17.78998 -0.40832 -7.39002  C58 1.090
100 H 15.86352 -0.85184 -10.42721  C27 1.090
101 H 20.43417 0.44201 -14.12665  C25 1.090
102 H 21.52708 -2.41018 -12.91188  N15 1.010
103 H 23.09743 -3.78569 -10.91368  C38 1.090
104 H 18.16725 -3.56392 -10.74583  C40 1.090
105 H 26.48010 4.15877 -11.85601  C34 1.090
106 H 21.78217 6.13261 -7.45918  C45 1.090
107 H 18.78391 1.59736 -9.40666  N20 1.010
108 H 27.59256 3.29693 -12.95926  C34 1.090
109 H 21.38971 6.30996 -12.21235  N14 1.010
110 H 22.27878 -4.40905 -5.58075  C24 1.090
111 H 15.34643 0.67329 -9.65324  C27 1.090
112 H 21.11671 -4.89640 -7.93561  C31 1.090
113 H 17.65548 -0.63478 -12.78697  C46 1.090
114 H 19.36319 4.62500 -12.52512  N16 1.010
115 H 18.64688 -1.07479 -14.72150  C44 1.090
116 H 19.88647 3.89940 -3.58277  C29 1.090
117 H 25.75713 5.52702 -15.08426  N11 1.010
118 H 17.18049 4.95478 -10.18533  C57 1.090
119 H 22.12215 7.89759 -10.07860  C48 1.090
120 H 23.83887 -6.83828 -7.94896  C43 1.090
121 H 24.75707 3.88225 -13.74647  C60 1.090
122 H 24.56321 2.30102 -9.57311  C50 1.090
123 H 25.13633 -0.72305 -8.07554  C49 1.090
124 H 24.08204 -1.21696 -13.73503  C52 1.090
125 H 24.99965 3.78863 -6.80665  C39 1.090
126 H 26.33965 0.79269 -10.61935  C51 1.090
127 H 21.79963 -0.21191 -4.09388  C54 1.090
128 H 19.74995 3.87202 -5.37248  C29 1.090
129 H 21.51609 6.20910 -9.85519  C48 1.090
130 H 23.10197 -1.51005 -9.83420  C30 1.090
131 H 18.78614 3.12800 -8.97386  N20 1.010
132 H 27.12817 2.81055 -15.44143  C36 1.090
133 H 24.80077 -0.04871 -14.80971  C52 1.090
134 H 27.72544 1.48802 -11.49052  C51 1.090
135 H 20.20082 0.60194 -7.96529  C59 1.090
136 H 23.71292 1.84503 -13.66279  N17 1.010
137 H 17.58356 2.24088 -10.91526  N18 1.010
138 H 23.40356 -3.09794 -8.22280  C32 1.090
139 H 21.00185 0.79265 -10.52929  C35 1.090
140 H 19.73881 -2.59601 -5.94107  C42 1.090
141 H 23.12039 0.96896 -12.45717  N17 1.010
142 H 19.79709 -4.23624 -4.43313  N13 1.010
143 H 23.64996 -1.51116 -11.54347  C30 1.090
144 H 18.66229 -2.59381 -9.35410  C40 1.090
145 H 15.17974 6.10243 -9.26585  C55 1.090
146 H 26.02777 3.17747 -5.51331  C39 1.090
147 H 17.03489 4.90718 -11.89502  C57 1.090
148 H 18.08140 7.91198 -12.33994  C33 1.090
149 H 17.98210 1.12217 -13.15423  C46 1.090
150 H 22.44386 2.14899 -5.07050  C21 1.090
151 H 22.04020 -0.91467 -11.12505  C30 1.090
152 H 19.47074 -2.50408 -13.93927  C44 1.090
153 H 16.34293 0.52684 -7.53268  C58 1.090
154 H 15.53034 0.70272 -12.20550  C41 1.090
155 H 24.67177 -2.78959 -5.92673  C23 1.090
156 H 21.52449 -4.02242 -12.69394  N15 1.010
157 H 19.25529 -2.41299 -15.66056  C44 1.090
158 H 18.40026 6.65810 -13.58375  C33 1.090
159 H 22.00196 7.83390 -7.70458  C45 1.090
160 H 26.95913 -2.41172 -7.87374  N19 1.010
161 H 25.53389 3.30241 -16.02919  C36 1.090
162 H 19.83116 -5.46189 -7.04826  C31 1.090
163 H 16.81818 2.69863 -12.26749  N18 1.010
164 H 21.26947 -3.30035 -9.42949  C37 1.090
165 H 25.72795 1.98598 -14.95766  C36 1.090
166 H 25.20052 6.88302 -12.15021  C22 1.090
167 H 21.64337 1.20117 -7.59905  C59 1.090
168 H 19.09891 6.78108 -10.60056  C28 1.090
169 H 23.41567 5.44346 -11.32611  C53 1.090
170 H 19.95410 2.34873 -4.42597  C29 1.090

Properties
orbital gap (spin up / spin down)	7.86 / 2.24	eV
lowest unoccupied orbital energy (spin up / spin down)	-0.0941 / -0.3006	Ha
<S²>	0.7546
total charge	+1
2S+1	2
DFT total energy	-2889.31479	a.u.
highest occupied orbital energy (spin up / spin down)	-10.4 / -10.4	eV